6 unconnected molecules or ions with the total composition C18H24O18, computed with the ωB97M-V functional and the def2-TZVPD basis.

```
60
Properties=species:S:1:pos:R:3:forces:R:3
O 1.9027 7.3917 -0.3672 0.1 0.2 -0.1
C 1.2059 6.4359 -0.3358 0.1 -0.3 0.1
O 0.0741 6.2738 -1.0508 -0.2 0.2 0.1
C -0.5209 5.0120 -0.7752 0.4 -0.6 -0.1
C 0.3594 4.4454 0.3572 -0.8 0.1 -0.3
O 1.4551 5.3421 0.4351 -0.1 0.1 -0.1
H -1.5590 5.1111 -0.4678 0.0 0.3 0.0
H -0.4818 4.3845 -1.6649 0.1 0.1 -0.1
H 0.6938 3.4405 0.1172 0.2 0.0 0.2
H -0.2164 4.4728 1.2841 0.3 -0.2 0.2
O -3.1542 -2.4004 -0.9634 0.1 -0.1 -0.2
C -3.3947 -2.9757 0.0429 0.0 0.0 0.2
O -4.5306 -3.6575 0.3010 -0.2 0.4 0.1
C -4.6066 -3.9907 1.6854 0.7 -0.3 0.2
C -3.2250 -3.5831 2.2429 -0.3 0.5 -0.1
O -2.5526 -3.0176 1.1054 -0.1 -0.4 0.2
H -5.3911 -3.4378 2.1964 -0.2 0.0 -0.3
H -4.7822 -5.0611 1.7474 -0.1 0.0 0.1
H -2.6642 -4.3984 2.6903 0.2 -0.1 -0.3
H -3.3024 -2.7690 2.9599 0.0 -0.2 0.2
O -0.2017 -1.3388 4.5231 0.0 -0.1 0.0
C -1.2127 -0.7297 4.6290 0.0 0.2 -0.3
O -1.5826 0.0034 5.6923 0.0 -0.3 0.2
C -2.8392 0.6267 5.4605 -0.4 0.2 -0.4
C -3.2915 0.0389 4.1002 -0.3 0.6 0.9
O -2.1511 -0.6535 3.6409 0.1 -0.3 0.0
H -3.5592 0.3899 6.2408 0.3 -0.1 0.2
H -2.6951 1.7063 5.4482 0.1 0.0 -0.1
H -3.5880 0.8144 3.3984 0.1 -0.1 -0.2
H -4.1322 -0.6354 4.2709 0.1 -0.2 -0.3
O 0.2810 1.7030 -1.9430 0.0 0.4 -0.1
C 0.0799 0.9411 -1.0572 0.0 -0.5 0.1
O 1.0110 0.1023 -0.5460 -0.1 -0.1 -0.1
C 0.3720 -0.7857 0.3738 0.4 0.4 0.9
C -0.9508 -0.0699 0.7079 0.9 -1.5 -0.6
O -1.1015 0.7916 -0.4195 -0.2 0.2 0.1
H 0.2170 -1.7642 -0.0726 -0.2 0.1 -0.3
H 1.0244 -0.9206 1.2381 0.0 0.2 0.0
H -0.9486 0.4799 1.6420 0.0 0.2 0.0
H -1.6441 -0.9072 0.7019 -0.8 0.7 0.1
O 1.1094 -0.9718 -3.6769 -0.1 0.2 0.0
C 1.4761 -1.9742 -3.1660 0.0 -0.5 -0.5
O 0.7840 -2.6740 -2.2400 0.1 0.2 0.4
C 1.5960 -3.7073 -1.6925 0.0 -0.4 0.1
C 2.8817 -3.6562 -2.5194 0.4 0.6 -0.4
O 2.6146 -2.6327 -3.4980 -0.1 -0.1 0.3
H 1.7770 -3.5296 -0.6315 0.0 0.2 0.0
H 1.0672 -4.6549 -1.7809 0.0 0.0 -0.1
H 3.1402 -4.5814 -3.0261 -0.2 0.0 -0.1
H 3.7594 -3.3053 -1.9772 -0.1 -0.2 0.3
O 5.3605 3.2931 -5.1196 0.1 0.0 -0.1
C 4.8508 2.4934 -4.4048 -0.1 0.3 0.4
O 4.0820 2.8085 -3.3383 0.0 0.0 -0.2
C 3.5676 1.6256 -2.7180 0.1 -0.2 -0.7
C 4.1078 0.4855 -3.6213 -0.3 0.4 0.8
O 4.9666 1.1579 -4.5296 0.3 -0.2 -0.2
H 3.9875 1.5743 -1.7166 -0.2 0.0 0.1
H 2.4826 1.6749 -2.7396 0.0 0.0 0.3
H 3.3332 -0.0256 -4.1820 -0.1 0.0 0.0
H 4.6599 -0.2115 -2.9913 0.2 -0.2 -0.4
```
Positions in Å, forces in eV/Å.

Output
Kohn-Sham gap = 10.117 eV
LUMO energy = -0.3 eV
spin multiplicity = 1
ΔE to the lowest compared entry with this formula, charge and spin = 7.5 kcal/mol
E_HOMO = -10.370 eV
structure (SMILES) = O=C1OCCO1.O=C1OCCO1.O=C1OCCO1.O=C1OCCO1.O=C1OCCO1.O=C1OCCO1
largest force on an atom = 1.85 eV/Å